(1)
{"formula": "C3H8ClN", "method": "the ωB97M-V functional and the def2-TZVPD basis", "relative_energy_kj_mol": 24.8, "gap_ev": 10.4938, "energy_ha": -634.0251, "total_charge": 0, "lumo_ev": 0.974, "elements": ["C", "C", "C", "H", "H", "H", "H", "H", "H", "H", "H", "N", "Cl"], "positions_angstrom": [[0.09380, -1.21844, -0.93143], [0.69235, 0.06957, -0.37093], [0.06328, 0.34673, 1.04603], [-1.03508, -1.04627, -1.15284], [0.39826, -1.36730, -1.93145], [0.15803, -2.10216, -0.24615], [1.80893, -0.10972, -0.39607], [0.84004, 0.75520, 1.68011], [-0.05474, -0.68371, 1.40672], [-0.82530, 2.06622, 0.95442], [-1.61620, 0.77057, 0.40286], [-1.04534, 1.10720, 1.10113], [0.52197, 1.41211, -1.56240]]}


(2)
{"formula": "C3H8ClN2", "method": "the ωB97M-V functional and the def2-TZVPD basis", "relative_energy_kj_mol": 337.0, "gap_ev": 7.4548, "energy_ha": -688.4341, "total_charge": 1, "lumo_ev": -5.768, "elements": ["C", "C", "C", "N", "N", "Cl", "H", "H", "H", "H", "H", "H", "H", "H"], "positions_angstrom": [[-1.56005, 0.77529, 2.15018], [-0.71112, -0.40618, -1.16895], [0.49494, -1.08346, -0.52386], [0.83361, -0.86651, 0.69306], [-1.80981, 1.18740, 0.98892], [-0.10527, 1.31433, 2.89883], [-1.20714, -0.90061, -1.92399], [-1.37608, -0.02338, -0.38681], [-0.34046, 0.70493, -1.37153], [0.80088, -1.99358, -1.13198], [-2.23613, 0.21129, 2.65368], [1.23361, -1.54785, 1.29146], [-2.58957, 1.53429, 0.47975], [-1.02439, 1.69174, 0.70653]]}


(3)
{"formula": "C3H8ClNO", "method": "the ωB97M-V functional and the def2-TZVPD basis", "relative_energy_kj_mol": 162.7, "gap_ev": 10.4806, "energy_ha": -709.2499, "total_charge": 0, "lumo_ev": 0.935, "elements": ["C", "C", "C", "H", "H", "H", "H", "H", "H", "H", "H", "N", "O", "Cl"], "positions_angstrom": [[0.90722, -0.82712, 0.13008], [-0.36704, -0.33968, -0.44506], [-0.95986, 0.93079, 0.24287], [2.93408, -0.04789, 0.02950], [1.61353, 0.92830, -0.16590], [1.04416, -1.11276, 1.25963], [1.04879, -1.90644, -0.28800], [-0.48561, -0.33403, -1.52497], [-0.93577, 0.83957, 1.34425], [-0.14513, 1.56419, -0.03760], [-2.83248, 0.69581, 0.19398], [1.99496, 0.03748, -0.34113], [-2.21691, 1.25128, -0.30067], [-1.59995, -1.67951, -0.09698]]}


(4)
{"formula": "C3H8ClOPS", "method": "the ωB97M-V functional and the def2-TZVPD basis", "relative_energy_kj_mol": 194.4, "gap_ev": 9.7252, "energy_ha": -1394.0660, "total_charge": 0, "lumo_ev": 0.794, "elements": ["C", "C", "C", "O", "P", "S", "Cl", "H", "H", "H", "H", "H", "H", "H", "H"], "positions_angstrom": [[2.45342, -0.04777, -0.19762], [-3.20626, 0.66632, 0.05105], [1.07556, -0.55125, -0.22602], [-3.88450, -0.26160, 0.79322], [-0.23106, 0.71558, 0.29833], [-1.79058, -0.03929, -0.85128], [0.41378, 2.35465, -0.67213], [2.49738, 0.79573, -0.89552], [2.72156, 0.34181, 0.75364], [3.19906, -0.64632, -0.55804], [-2.60609, 1.45735, 0.62348], [-3.48653, -0.58718, 1.67267], [-4.03441, 1.05581, -0.59543], [1.17084, -1.33246, 0.57956], [0.57278, -1.16223, -1.03054]]}


(5)
{"formula": "C3H8ClP", "method": "the ωB97M-V functional and the def2-TZVPD basis", "relative_energy_kj_mol": 78.3, "gap_ev": 10.9898, "energy_ha": -920.6014, "total_charge": 0, "lumo_ev": 0.845, "elements": ["C", "C", "C", "P", "Cl", "H", "H", "H", "H", "H", "H", "H", "H"], "positions_angstrom": [[1.36367, 0.70738, -0.24726], [-0.56974, -0.30041, 1.07457], [0.40976, -0.45786, -0.09408], [-0.21974, -1.09432, -1.72276], [1.41639, -1.99042, 0.31944], [2.24491, 0.51196, -0.84267], [0.71745, 1.58462, -0.55430], [1.91423, 1.01444, 0.54041], [-1.07831, -1.27041, 1.33803], [-1.42847, 0.36319, 0.72827], [-0.01559, 0.08611, 1.86767], [-1.29820, -0.06025, -1.86803], [-1.23060, -1.74489, -1.00659]]}


(6)
{"formula": "C3H8CoO3", "method": "the ωB97M-V functional and the def2-TZVPD basis", "relative_energy_kj_mol": 0.0, "multiplicity": 6, "gap_ev": [10.7014, 6.4506], "energy_ha": -1726.6300, "total_charge": 2, "lumo_ev": [-10.026, -14.239], "elements": ["H", "O", "O", "C", "C", "O", "C", "Co", "H", "H", "H", "H", "H", "H", "H"], "positions_angstrom": [[-1.92948, -1.00393, -0.78982], [-2.14049, -0.54233, 0.92099], [-1.04620, -0.26918, -1.30530], [0.18857, -0.74640, -1.77432], [1.32084, 0.12131, -1.27117], [1.05230, 0.42142, 0.09791], [2.16414, 0.96544, 0.81090], [-0.82105, 0.64960, 0.48402], [0.18665, -0.81168, -2.87113], [0.28798, -1.77490, -1.37410], [1.39838, 1.05839, -1.84245], [2.27187, -0.42252, -1.35398], [1.83609, 1.16697, 1.83563], [2.97938, 0.23112, 0.82466], [2.49405, 1.89808, 0.33401]]}


Record order is preserved below.
Strongest force on any atom: 5.16; 6.35; 5.03; 3.82; 3.98; 5.28 eV Å⁻¹